[1]
60
Properties=species:S:1:pos:R:3:forces:R:3 method="wB97M-V/def2-TZVPD" orbital_gap_ev="5.9 / 4.9" s2=3.851 e_lumo_ev="-8.3 / -9.4" multiplicity=4 e_tot_ha=-2000.22247 total_charge=+2
C -1.0213 3.5121 -3.7731 0.1 -0.5 0.6
C -0.1339 2.8915 -2.8943 -0.6 0.6 -0.9
C -0.2563 3.1891 -1.5235 0.1 -1.1 1.2
C -1.4313 3.7831 -0.9673 0.3 0.4 -1.1
C -2.2902 4.4324 -1.8921 -0.4 -0.1 0.1
C -2.0796 4.2976 -3.2676 -0.2 0.2 0.1
C -1.5725 3.7092 0.4718 1.0 0.6 0.0
C -0.3460 3.9070 1.2112 1.1 0.8 0.2
C 0.8345 3.3543 0.6207 -0.4 -1.0 -0.9
C 2.0670 3.2726 1.3108 0.1 0.6 0.7
C 2.1950 3.9644 2.5169 -0.1 -0.8 -0.7
C 1.0889 4.6462 3.0570 -0.8 0.1 -0.1
C -0.1626 4.6250 2.4272 0.2 -0.3 0.3
H -0.9225 3.3526 -4.8518 0.0 0.1 0.4
H -3.0997 5.0802 -1.5227 0.3 -0.6 -0.2
H -2.7625 4.7572 -4.0049 0.4 -0.1 0.7
H -2.4759 4.1569 0.8940 0.0 -0.7 0.1
H 3.1440 3.9271 3.0627 -0.4 0.1 -0.2
H 1.2245 5.1460 4.0259 -0.2 0.0 -0.6
H -0.9995 5.1797 2.8644 0.3 -0.4 -0.1
N 0.7073 2.6837 -0.6319 0.1 3.3 0.4
Tc 0.3417 0.7731 -0.3440 -2.4 -1.0 2.4
C 0.8405 1.8559 -3.3351 0.1 -0.4 0.1
H 1.8762 2.0820 -3.0672 -0.1 0.0 -0.1
H 0.7646 1.6098 -4.3976 0.1 0.5 0.0
C 3.1123 2.3480 0.7685 -0.6 0.0 -0.4
H 3.4170 2.6002 -0.2555 0.0 0.1 0.2
H 3.9894 2.2813 1.4228 -0.2 0.0 -0.2
P 0.3601 0.2663 -2.5043 0.8 -0.3 -3.2
P 2.3201 0.6577 0.6976 3.2 0.5 1.8
C 2.5011 0.2582 2.4691 -0.5 -0.3 0.3
H 2.1472 -0.7531 2.7055 0.1 0.4 0.1
H 3.5743 0.3356 2.7144 -0.5 0.0 -0.1
H 1.9253 0.9669 3.0834 0.2 -0.2 -0.2
C 3.6869 -0.2376 -0.0427 0.0 -0.6 -0.5
H 4.5577 -0.0785 0.6134 -0.2 -0.1 -0.4
H 3.4455 -1.3047 -0.1039 0.3 0.3 -0.1
H 3.8750 0.1585 -1.0495 0.1 -0.1 0.3
C -1.2157 -0.0899 -3.2848 -0.5 -0.1 -0.2
H -1.0796 0.1755 -4.3439 -0.3 -0.2 0.2
H -1.4487 -1.1574 -3.1768 0.0 0.4 -0.2
H -2.0263 0.5110 -2.8453 0.2 -0.2 -0.2
C 1.5328 -0.8836 -3.1957 0.1 -0.3 -0.1
H 1.3111 -1.8960 -2.8454 0.1 0.1 -0.2
H 1.3954 -0.8014 -4.2800 0.3 -0.3 0.1
H 2.5501 -0.5983 -2.9050 -0.2 -0.1 -0.2
C -0.5150 0.5291 1.3608 -1.0 -2.1 5.5
O -0.8532 0.1792 2.4349 0.8 1.5 -3.9
H -1.2065 2.0370 0.7193 -0.9 0.7 -0.6
F 0.7779 -5.5981 -0.9329 -0.3 1.5 0.4
C 0.5824 -4.2781 -0.6114 0.1 -0.9 -0.8
C -0.4972 -3.5944 -1.1799 0.4 -0.2 0.5
C -0.6238 -2.2341 -0.8940 -0.3 0.0 -0.5
C 0.3515 -1.5123 -0.1979 -0.2 0.3 0.8
C 1.2989 -2.2858 0.4919 0.0 -0.2 -0.4
C 1.4777 -3.6502 0.2416 -0.3 0.0 0.1
H -1.2031 -4.1157 -1.8274 0.1 0.1 0.4
H -1.5414 -1.7449 -1.2227 0.3 0.0 -0.1
H 1.9306 -1.8577 1.2560 0.1 -0.1 -0.3
H 2.3004 -4.2048 0.7020 -0.4 0.1 -0.1

[2]
44
Properties=species:S:1:pos:R:3:forces:R:3 method="wB97M-V/def2-TZVPD" orbital_gap_ev=8.0 e_lumo_ev=0.4 smiles="CCOC(=O)c1c(-c2ccc(C)o2)csc1NC(=S)NC(=O)N(C)C" e_tot_ha=-1882.69088
O 0.5568 1.9087 -0.4890 1.3 -0.9 1.4
O -1.2122 -1.0672 -1.8676 0.6 0.0 0.1
S -3.7714 -1.2036 1.7590 0.0 0.3 0.4
O 2.4599 3.4146 2.2496 -0.7 0.0 0.0
O 1.9454 0.4223 0.5909 -0.4 0.9 0.2
S -1.8794 0.8671 3.4397 0.3 -0.1 -1.7
C 0.9224 1.3174 0.5251 -1.0 0.0 -2.1
C -1.8765 -2.0380 -1.5218 1.2 1.0 -2.5
C -2.5932 -1.0100 0.6184 0.5 0.8 1.4
C -0.6456 1.9583 3.9161 1.0 -0.5 -1.5
C 1.9068 3.4549 4.4590 0.5 0.3 -2.0
C 3.0269 4.3322 4.2131 -0.5 -0.3 -0.3
C 1.5783 2.9607 3.1983 -1.1 -0.5 2.3
C 0.3420 2.1140 2.9595 0.8 0.0 -0.9
C 0.0582 1.3523 1.7317 -0.1 0.7 2.3
C -1.1406 0.6824 1.8247 0.1 0.1 0.1
C 3.3077 4.2795 2.8702 0.0 0.3 2.4
N -2.6204 -1.9609 -0.3845 0.0 -1.1 -0.6
N -1.5958 -0.0356 0.6980 -1.3 -1.9 -0.4
N -1.9540 -3.1536 -2.3452 -1.1 0.2 1.5
C 4.3804 5.0312 2.1801 -0.9 -1.0 -1.4
C -1.2967 -3.1903 -3.6360 1.0 0.0 0.2
C -2.7805 -4.2781 -1.9428 0.2 -0.6 -0.3
C 3.8394 1.5228 -0.6198 -0.3 -0.3 0.2
C 2.8317 0.3408 -0.5321 0.8 0.4 -1.4
H -0.6587 2.3442 4.9059 0.0 0.3 0.5
H 1.3838 3.2768 5.3934 0.2 0.0 -0.3
H 3.5142 4.9700 4.9415 0.0 -0.2 -0.2
H -3.3328 -2.6767 -0.3350 -0.2 0.5 0.8
H -0.9929 0.0017 -0.1206 -0.1 0.1 -0.1
H 5.0743 4.3353 1.7266 0.3 -0.1 -0.3
H 3.9420 5.6282 1.3835 0.1 0.2 -0.2
H 4.9230 5.6561 2.8439 0.3 0.5 0.7
H -1.4452 -2.2792 -4.2157 -0.1 0.0 0.1
H -0.2202 -3.3123 -3.4477 -0.1 0.1 -0.4
H -1.6305 -4.0629 -4.2130 -0.1 0.4 0.3
H -3.8286 -3.9898 -1.8859 -0.2 -0.1 0.2
H -2.7248 -5.0658 -2.7178 0.1 0.4 0.5
H -2.4411 -4.7091 -0.9885 -0.2 0.1 -0.2
H 4.4426 1.4572 -1.5465 -0.4 -0.1 0.4
H 3.3109 2.4790 -0.6060 -0.1 -0.1 -0.2
H 4.5262 1.5439 0.2298 -0.1 -0.2 0.0
H 3.3692 -0.6161 -0.4657 -0.2 0.3 0.5
H 2.2831 0.2815 -1.4933 -0.1 0.2 0.7

[3]
52
Properties=species:S:1:pos:R:3:forces:R:3 method="wB97M-V/def2-TZVPD" orbital_gap_ev=10.3 e_lumo_ev=-2.8 e_tot_ha=-1299.68135 total_charge=+1
O -3.1550 -1.7873 2.3403 0.5 0.8 -0.2
H -3.1209 -1.0836 2.9939 0.1 0.3 0.0
H -3.4170 -2.5111 2.8762 -0.5 -1.4 0.5
O 2.9591 1.6468 2.0545 -2.7 -0.4 3.9
H 2.2388 1.0951 2.6428 2.3 1.3 -1.8
H 2.9898 2.3566 2.7709 0.4 -0.8 -1.7
O 2.5055 1.9769 -3.3095 0.7 1.1 2.1
H 3.1351 2.7175 -3.3988 -0.1 -0.5 -0.5
H 2.2711 2.1235 -2.3364 0.0 -0.4 -2.1
O -3.6184 -2.7297 -0.9076 -3.2 -0.3 0.3
H -4.3438 -2.4485 -0.2717 1.5 -0.3 -0.9
H -2.8148 -2.4108 -0.5747 1.8 0.7 1.4
O 0.2634 0.5774 2.9133 -0.6 -0.2 -0.3
H -0.2727 1.3885 2.8868 0.2 0.3 -0.1
O 4.6932 -0.0343 -0.4638 2.1 3.8 -1.5
H 4.3062 -0.7741 -0.1434 -1.6 -3.8 1.7
H 5.5422 0.0857 -0.0050 -0.6 -0.1 -0.2
O 2.2712 1.3149 4.6849 -2.2 -2.8 2.5
H 3.1369 1.0403 4.8752 3.1 0.5 -0.3
H 1.9731 0.5256 5.2948 -0.7 2.3 -1.7
O -1.6099 -0.0780 0.5915 -0.5 -7.5 -0.8
H -1.4681 0.7574 0.7097 0.8 8.3 0.7
H -0.8956 -0.4194 1.1397 0.2 -0.7 0.0
O 1.6951 0.5093 -0.0523 0.4 0.1 2.2
H -3.7254 -2.3746 -3.0935 -0.3 -2.1 -0.9
H 2.6389 0.5446 -0.3123 -0.2 0.1 0.7
O 0.4022 2.0647 -1.6678 2.0 -3.3 -2.7
H 1.0133 1.4123 -1.2196 -1.1 1.2 1.0
H 0.1322 2.8015 -1.2569 -0.8 3.9 2.9
O -4.2185 -0.0428 0.4528 -2.7 -0.2 -3.4
H -4.5634 0.7576 0.7686 -0.9 1.7 0.5
H -3.5897 -0.3033 1.0394 2.9 -1.3 2.4
O -0.7216 0.1569 -2.3902 -1.9 -0.9 2.7
H -0.2028 0.8741 -2.7800 -0.2 0.1 0.8
H -0.9430 0.3695 -1.3945 0.9 -0.3 -3.2
O 2.7700 -2.7809 2.1272 2.5 1.7 -0.8
H 3.5827 -2.4270 2.5731 -0.8 -0.3 -1.1
H 2.3714 -3.1424 2.8731 -1.7 -1.4 1.8
O -1.1125 -1.5167 -4.0919 0.1 3.2 -1.6
H -0.3998 -1.6031 -3.4300 0.0 0.2 0.0
H -2.1199 -1.1987 -3.4847 0.6 -1.9 -0.9
O -1.4734 2.5740 3.4124 -0.6 1.7 -0.1
H -1.1920 3.3744 3.8914 0.6 -0.7 0.4
H -2.1337 3.0518 2.8839 -0.2 -0.8 -0.4
O -3.3053 -1.5416 -3.1272 0.2 3.1 3.0
H -3.3883 -1.4032 -2.0989 0.1 0.2 -2.1
H -0.8318 -0.5853 -4.5259 -0.7 -3.1 1.2
O 1.4766 -0.6186 -3.5820 -0.4 -1.4 2.6
H 1.7639 -0.7458 -2.6340 -1.9 -0.5 -0.4
H 2.3149 -0.2499 -3.6816 2.5 1.8 -2.4
H -0.2397 0.1000 3.5814 0.3 -0.4 0.1
H 1.6795 0.7760 0.9651 0.4 -0.5 -3.4

[4]
16
Properties=species:S:1:pos:R:3:forces:R:3 method="wB97M-V/def2-TZVPD" orbital_gap_ev=10.7 e_lumo_ev=-9.4 e_tot_ha=-321.12951 total_charge=+2
C 1.6191 0.7331 0.3436 -0.9 0.4 0.9
C -0.3912 -1.9708 -0.2625 -2.2 3.0 -0.3
C -0.8365 -0.9325 0.7256 -1.6 -1.2 -3.0
C -1.3021 1.5046 0.2255 0.5 1.0 1.8
N 0.1465 -0.5521 -0.1990 3.9 0.5 -0.4
N 2.6569 0.4237 -0.2406 2.8 0.2 -0.4
N -1.0794 0.1150 -0.2566 -3.7 0.9 -1.0
H 0.2101 -2.6532 0.1942 1.9 -2.0 0.7
H -0.9044 -2.1349 -1.2039 -0.3 -0.5 0.3
H -0.9660 -0.7095 1.7229 0.0 0.0 2.3
H -0.3185 1.8990 0.5624 -1.0 0.2 -0.7
H -1.7920 1.9951 -0.6277 0.4 0.4 0.6
H -1.9561 1.5276 1.1653 0.6 -0.4 -1.5
H 3.6081 0.8346 -0.1213 -0.8 1.4 1.4
H 3.0273 -0.1991 -0.9070 -1.1 -2.3 -1.8
H -1.7218 0.1195 -1.1208 1.3 -1.7 1.1

[5]
9
Properties=species:S:1:pos:R:3:forces:R:3 method="wB97M-V/def2-TZVPD" orbital_gap_ev="6.3 / 6.7" s2=0.785 e_lumo_ev="-11.8 / -11.7" multiplicity=2 e_tot_ha=-1101.14536 total_charge=+2
O 1.6122 0.2459 -0.6939 -1.2 0.6 0.7
C 0.5931 0.9876 -0.8901 1.9 0.7 -1.5
C 1.4906 -1.1431 -0.4082 -0.3 -0.6 -0.5
O -0.4093 1.3658 -0.3145 -0.4 -0.5 1.4
O -0.6038 -1.1833 0.7297 -2.1 4.1 1.9
C 0.3663 -1.7195 0.0416 1.1 -1.5 -1.6
Sc -1.2619 0.5298 1.3367 0.7 -2.7 -1.3
H 2.3342 -1.6910 -0.8160 -0.2 0.2 -0.1
H 0.1456 -2.7185 -0.3585 0.5 -0.2 0.9

[6]
21
Properties=species:S:1:pos:R:3:forces:R:3 method="wB97M-V/def2-TZVPD" orbital_gap_ev=7.7 e_lumo_ev=-0.7 e_tot_ha=-1174.14965
C -3.0748 -0.7172 0.2910 -0.6 -0.3 0.2
C -3.0608 0.5530 0.9079 -0.8 3.9 2.0
C -1.9649 -1.2151 -0.2854 -2.2 -0.6 0.2
C -2.0996 1.4909 0.6922 0.4 -2.9 -1.3
C 0.2869 -1.0829 -0.8195 -3.3 -1.9 0.8
C -0.7893 -0.3659 -0.3936 0.1 -1.1 -1.1
C -0.9556 1.1301 -0.1532 1.9 -2.1 -0.8
C 2.2140 -0.0817 -1.6903 -0.8 -0.2 0.1
C 3.9148 -0.0915 0.5752 -3.0 -2.0 0.8
N -0.0962 1.9450 -0.6176 -1.3 2.0 1.0
O 1.5378 -0.6714 -0.7252 2.1 0.3 -0.4
F 2.7453 0.0968 1.2854 1.4 0.9 -0.2
F 4.0726 -1.4457 0.7125 0.8 1.0 -0.4
F 4.9003 0.5629 1.1031 0.8 0.2 0.7
S 3.7170 0.4296 -1.1390 0.9 0.4 -0.7
H -4.0828 -1.1191 0.4004 0.7 -1.1 -0.4
H -3.9295 0.8849 1.6297 1.6 -0.9 -1.7
H -2.0767 -2.2694 -0.6249 0.8 0.9 -0.1
H -2.0241 2.4607 1.0078 -0.5 2.3 1.2
H 0.0901 -2.2317 -0.9305 1.0 2.3 0.0
H 0.6755 1.7377 -1.2262 -0.1 -1.0 -0.1